No. 1
A cluster of 5 separate species, C30H72N2 in total. Source: the OMol25 dataset; level of theory: the ωB97M-V functional and the def2-TZVPD basis.

energy relative to the best compared isomer or geometry (same formula, charge and spin) = 123.09 kcal/mol
orbital gap = 8.7 eV
SMILES = CCN(CC)CC.CCN(CC)CC.CCCCCC.CCCCCC.CCCCCC

Structure (ORCA input):
```
! wB97M-V def2-TZVPD RIJCOSX def2/J DEFGRID3
* xyz 0 1
C -2.20 -0.81 5.26
C -3.47 -1.46 4.96
N -3.49 -2.39 3.68
C -4.68 -3.14 3.55
C -5.93 -2.23 3.28
C -3.07 -1.58 2.36
C -2.84 -2.57 1.25
H -1.68 -0.29 4.46
H -1.61 -1.51 5.63
H -2.16 -0.06 6.06
H -4.04 -0.60 4.69
H -3.92 -1.98 5.74
H -5.06 -3.34 4.53
H -4.63 -3.86 2.83
H -6.38 -1.56 4.02
H -6.94 -2.76 3.21
H -5.69 -1.92 2.35
H -2.11 -1.22 2.54
H -3.70 -0.80 2.28
H -2.23 -3.31 1.52
H -2.25 -2.01 0.53
H -3.68 -3.24 0.91
C -1.83 -0.10 -2.34
C -0.76 -0.17 -3.37
N -1.11 0.51 -4.67
C 0.05 0.93 -5.57
C 0.87 -0.25 -6.02
C -2.09 -0.35 -5.36
C -2.93 0.51 -6.28
H -1.37 -0.51 -1.47
H -2.55 -0.87 -2.60
H -2.06 1.10 -2.24
H -0.24 -1.12 -3.29
H -0.21 0.73 -3.09
H 0.74 1.76 -4.99
H -0.31 1.47 -6.52
H 0.51 -1.19 -6.48
H 1.50 -0.63 -4.97
H 1.43 0.21 -6.73
H -2.81 -0.96 -4.77
H -1.43 -1.25 -5.77
H -3.38 1.37 -5.43
H -3.80 -0.15 -6.48
H -2.66 0.81 -7.13
C 0.85 -3.36 -1.58
C 1.19 -2.31 -0.55
C 2.43 -2.77 0.38
C 2.62 -1.73 1.40
C 1.73 -1.73 2.63
C 1.95 -3.00 3.55
H 1.71 -3.62 -2.16
H 0.27 -2.94 -2.41
H 0.68 -4.26 -0.96
H 0.31 -2.21 0.14
H 1.36 -1.34 -1.03
H 3.20 -2.78 -0.39
H 2.49 -3.79 0.66
H 2.53 -0.53 1.05
H 3.68 -2.19 1.69
H 0.80 -2.08 2.12
H 1.83 -0.77 3.33
H 3.07 -3.04 4.13
H 1.99 -3.91 2.93
H 1.06 -2.99 4.28
C 0.54 2.09 0.55
C -0.66 1.69 1.39
C -0.67 2.37 2.85
C 0.65 2.09 3.77
C 0.58 2.95 5.03
C -0.11 2.36 6.11
H 1.41 1.78 0.97
H 0.54 3.06 0.65
H 0.53 1.63 -0.38
H -0.41 0.63 1.56
H -1.56 1.68 0.79
H -1.56 2.11 3.46
H -0.63 3.45 2.63
H 1.73 2.43 3.40
H 0.83 0.92 3.87
H 0.11 3.92 4.70
H 1.67 3.11 5.43
H 0.26 1.33 6.46
H -1.22 2.35 6.05
H -0.02 2.90 6.98
C 4.16 -0.01 -1.89
C 4.86 0.94 -2.76
C 3.91 1.98 -3.38
C 3.38 3.03 -2.30
C 2.93 4.33 -2.95
C 1.57 4.21 -3.47
H 3.88 0.39 -0.87
H 4.77 -0.74 -1.52
H 3.18 -0.68 -2.12
H 5.31 0.38 -3.58
H 5.80 1.46 -2.21
H 3.07 1.48 -3.89
H 4.46 2.62 -4.12
H 4.07 3.20 -1.86
H 2.67 2.56 -1.56
H 3.67 4.42 -3.71
H 3.27 5.25 -2.27
H 1.46 5.17 -4.17
H 0.63 3.81 -2.68
H 1.41 3.50 -4.23
*
```

***

No. 2
A structure of composition C5H11BrN4Si2. Source: the OMol25 dataset; level of theory: the ωB97M-V functional and the def2-TZVPD basis.

energy relative to the best compared isomer or geometry (same formula, charge and spin) = 31.42 kcal/mol
orbital gap = 8.2 eV

Structure (ORCA input):
```
! wB97M-V def2-TZVPD RIJCOSX def2/J DEFGRID3
* xyz 0 1
C 1.95 -2.33 -0.29
C -2.92 1.57 0.01
C 2.98 -1.51 0.44
C -3.39 0.35 0.74
C 0.99 1.07 -2.54
N 0.85 -1.81 -0.61
N -1.71 1.90 0.07
N 2.32 -0.26 0.71
N -2.26 -0.08 1.53
Si 0.85 -0.11 -0.17
Si -0.84 0.76 1.06
Br -0.10 1.88 2.85
H 2.18 -3.36 -0.54
H -3.63 2.15 -0.56
H 3.30 -2.01 1.36
H 3.86 -1.40 -0.21
H -4.26 0.57 1.36
H -3.70 -0.41 0.00
H 2.01 0.92 -2.87
H 0.27 0.55 -3.15
H 0.74 2.09 -2.35
H 2.87 0.45 1.15
H -2.36 -0.96 2.00
*
```

***

No. 3
A structure of composition C5H10O. Source: the OMol25 dataset; level of theory: the ωB97M-V functional and the def2-TZVPD basis.

energy relative to the best compared isomer or geometry (same formula, charge and spin) = 61.39 kcal/mol
orbital gap = 9.9 eV

Structure (ORCA input):
```
! wB97M-V def2-TZVPD RIJCOSX def2/J DEFGRID3
* xyz 0 1
C 1.04 0.24 1.13
C 0.43 0.24 -0.26
C 1.44 0.31 -1.38
C -0.76 -0.68 -0.48
C -1.50 0.43 -0.58
O -0.52 1.37 -0.39
H 1.68 1.12 1.26
H 1.65 -0.66 1.27
H 0.25 0.26 1.89
H 2.09 1.19 -1.25
H 0.94 0.38 -2.35
H 2.07 -0.59 -1.38
H -2.43 -1.17 1.63
H -0.92 -1.75 -0.51
H -2.53 0.72 -0.74
H -2.92 -1.41 2.13
*
```

***

No. 4
A cluster of 2 separate species, C11H21OP in total. Source: the OMol25 dataset; level of theory: the ωB97M-V functional and the def2-TZVPD basis.

energy relative to the best compared isomer or geometry (same formula, charge and spin) = 46.04 kcal/mol
orbital gap (alpha / beta) = 5.8 / 8.4 eV

Structure (ORCA input):
```
! wB97M-V def2-TZVPD RIJCOSX def2/J DEFGRID3
* xyz 0 1
C -3.73 0.90 -0.82
C -3.05 -0.29 -0.93
C -3.86 1.21 0.62
C -2.88 0.16 1.31
C -2.52 -0.72 0.25
C 2.07 -2.59 -1.40
C 3.18 -1.57 0.68
C 1.12 1.78 -1.31
C 1.36 1.80 1.18
C 2.35 -1.27 -0.52
C 0.65 1.19 -0.04
O 0.64 -1.18 1.53
P 0.65 -0.75 0.12
H -4.23 1.35 -1.67
H -2.83 -0.76 -1.96
H -3.41 2.11 0.94
H -4.84 1.26 1.06
H -2.05 0.63 1.75
H -3.53 -0.30 2.22
H -1.98 -1.63 0.41
H 2.02 -3.48 -0.77
H 1.02 -2.53 -1.89
H 2.74 -2.81 -2.24
H 4.20 -1.74 0.32
H 2.82 -2.54 1.20
H 3.15 -0.82 1.49
H 0.70 2.76 -1.56
H 2.21 1.87 -1.13
H 0.97 1.02 -2.23
H 1.02 1.56 2.26
H 1.16 2.91 1.16
H 2.32 1.60 1.03
H 2.99 -0.57 -1.11
H -0.45 1.46 0.04
*
```

***

No. 5
A cluster of 3 separate species, C4H8N2 in total. Source: the OMol25 dataset; level of theory: the ωB97M-V functional and the def2-TZVPD basis.

energy relative to the best compared isomer or geometry (same formula, charge and spin) = 123.98 kcal/mol
orbital gap = 9.2 eV

Structure (ORCA input):
```
! wB97M-V def2-TZVPD RIJCOSX def2/J DEFGRID3
* xyz 0 1
C 1.83 0.26 -0.26
C 0.46 0.52 0.11
N -0.43 -0.24 -0.58
C -1.80 -0.22 -0.12
C -1.97 -0.16 1.35
N -2.03 -0.09 2.51
H 2.64 0.61 0.37
H 2.04 0.16 -1.33
H 1.46 -1.46 -0.20
H 0.29 0.78 1.17
H 0.83 1.51 -0.42
H 0.61 -1.50 -0.35
H -2.30 -1.13 -0.48
H -2.35 0.63 -0.55
*
```

***

No. 6
A structure of composition C22H58BN7O21P3. Source: the OMol25 dataset; level of theory: the ωB97M-V functional and the def2-TZVPD basis.

orbital gap = 5.2 eV

Structure (ORCA input):
```
! wB97M-V def2-TZVPD RIJCOSX def2/J DEFGRID3
* xyz -1 1
C 5.26 0.30 0.16
C 5.41 1.80 -0.22
C 4.11 2.61 0.07
C 3.74 2.60 1.59
C 2.20 2.37 1.76
C 1.82 0.91 2.15
C 0.87 0.23 1.10
C -0.62 0.19 1.58
C -1.40 -1.09 1.21
P -2.05 -1.40 -0.54
C -0.37 -2.00 -1.25
C 0.25 -3.28 -0.64
C 1.81 -3.16 -0.48
O 2.51 -4.35 -0.93
C 3.85 -4.03 -0.87
C 4.37 -3.24 -2.08
O 4.53 -4.31 0.05
O -2.57 -3.03 -0.16
B -3.17 -3.60 -1.26
O -2.40 -4.54 -1.99
O -4.50 -3.35 -1.63
P -4.07 -0.66 0.17
O -4.87 -1.64 1.00
P -1.50 0.65 -1.35
C -1.86 0.56 -3.20
O -2.57 1.85 -0.80
H 6.24 -0.19 0.01
H 4.50 -0.20 -0.47
H 5.00 0.16 1.23
H 6.27 2.21 0.33
H 5.66 1.84 -1.30
H 4.28 3.63 -0.31
H 3.30 2.14 -0.52
H 4.36 1.92 2.18
H 3.94 3.63 1.95
H 1.83 3.05 2.54
H 1.71 2.69 0.82
H 1.35 0.96 3.15
H 2.71 0.26 2.24
H 1.21 -0.78 0.85
H 0.90 0.87 0.20
H -0.50 0.12 2.68
H -1.14 1.15 1.45
H -0.80 -1.94 1.57
H -2.29 -1.11 1.87
H -2.67 -1.61 -1.86
H 0.39 -1.19 -1.29
H -0.58 -2.22 -2.32
H -0.14 -3.61 0.33
H 0.10 -4.11 -1.35
H 2.01 -3.06 0.61
H 2.16 -2.23 -0.95
H 3.52 -2.67 -2.49
H 4.68 -3.94 -2.86
H 5.14 -2.50 -1.80
H -2.03 -4.14 -2.79
H -4.47 -3.16 -2.58
H -4.83 -0.10 -0.90
H -3.80 0.41 1.09
H -1.05 0.07 -3.75
H -2.06 1.57 -3.60
H -2.83 0.02 -3.32
H -2.05 2.54 -0.38
C -1.26 6.44 -0.41
N -0.94 5.07 -0.88
O -0.19 4.39 -0.19
O -1.44 4.73 -1.92
H -0.74 6.62 0.53
H -0.92 7.13 -1.18
H -2.33 6.50 -0.28
C -1.04 4.64 -5.60
N -0.11 5.75 -5.28
O -0.36 6.43 -4.30
O 0.84 5.91 -6.02
H -1.83 4.63 -4.86
H -1.44 4.83 -6.59
H -0.47 3.72 -5.57
C -0.66 10.34 -4.55
N -1.81 9.81 -3.76
O -2.91 9.89 -4.26
O -1.55 9.34 -2.67
H -1.03 10.72 -5.49
H -0.19 11.12 -3.96
H 0.03 9.51 -4.71
C 0.25 -7.99 -2.53
N -0.81 -7.01 -2.90
O -0.97 -6.79 -4.09
O -1.42 -6.51 -1.99
H 0.72 -8.36 -3.44
H 0.97 -7.47 -1.90
H -0.23 -8.80 -1.98
C 2.35 -6.34 1.72
N 1.20 -7.29 1.69
O 0.74 -7.59 0.61
O 0.80 -7.71 2.76
H 2.59 -6.06 0.70
H 2.04 -5.47 2.29
H 3.18 -6.85 2.19
C -3.63 -0.40 4.66
N -2.74 0.70 5.11
O -3.06 1.31 6.12
O -1.76 0.92 4.43
H -4.47 -0.48 5.35
H -3.99 -0.16 3.65
H -3.04 -1.32 4.65
C -2.62 -0.65 8.95
N -2.23 -2.00 8.45
O -1.51 -2.68 9.16
O -2.67 -2.32 7.37
H -2.16 -0.50 9.92
H -2.26 0.08 8.23
H -3.70 -0.63 9.03
*
```